Entry 1:
The following is a DFT calculation (wB97M-V/def2-TZVPD) of a structure of composition C12H17LaN6O7P3 in a non-equilibrium geometry.

Results
total energy	-2378.5612	Ha
HOMO energy	-0.449	Eh
energy above the lowest of the compared OMol25 structures with the same formula, charge and spin	0.472	eV
HOMO-LUMO gap	0.3437	Ha
net charge	+1
multiplicity	1

Atoms and positions in Å:
La 0.337 -0.370 -0.187
C 0.779 1.863 4.685
N 0.963 2.023 3.255
C 2.073 2.543 2.650
C 1.862 2.446 1.305
N 0.650 1.862 1.078
C 0.122 1.609 2.274
P -1.641 1.152 2.515
C -2.187 1.556 0.807
N -1.652 1.148 -0.346
C -2.387 1.730 -1.336
C -3.373 2.496 -0.783
N -3.235 2.378 0.566
C -4.081 3.029 1.556
C -1.593 -0.667 2.299
N -1.702 -1.268 1.117
C -1.856 -2.601 1.376
C -1.827 -2.806 2.725
N -1.675 -1.577 3.300
C -1.528 -1.321 4.720
H 1.300 2.661 5.208
H 1.178 0.907 5.024
H -0.280 1.915 4.931
H 2.910 2.923 3.210
H 2.495 2.760 0.495
H -2.172 1.569 -2.380
H -4.139 3.098 -1.240
H -4.847 3.600 1.040
H -3.497 3.706 2.177
H -4.564 2.291 2.193
H -1.990 -3.317 0.585
H -1.886 -3.713 3.303
H -2.101 -2.055 5.281
H -1.901 -0.326 4.958
H -0.482 -1.394 5.021
O 2.013 -1.080 -2.002
P 3.134 -1.017 -0.763
O 4.493 -0.940 -1.259
O 2.479 0.051 0.101
O 2.855 -2.430 0.018
P 1.454 -2.901 0.685
O 1.242 -1.697 1.865
O 1.533 -4.199 1.330
O 0.370 -2.530 -0.312
H 2.395 -1.591 -2.731
H 1.925 -1.900 2.518


Entry 2:
The following is a DFT calculation (wB97M-V/def2-TZVPD) of a cluster of 2 separate species, C12H17N in total in a non-equilibrium geometry.

Results
SMILES	Cc1c[nH]c2ccccc12.CCC
total energy	-522.1152	Ha
HOMO energy	-0.294	Eh
energy above the lowest of the compared OMol25 structures with the same formula, charge and spin	2.858	eV
HOMO-LUMO gap	0.3273	Ha
net charge	0
multiplicity	1

Atoms and positions in Å:
C 0.915 -1.194 -3.088
C -0.071 -0.852 -1.967
C -1.110 0.042 -1.930
N -1.760 0.082 -0.671
C -0.800 -0.637 0.210
C -0.649 -0.799 1.600
C 0.214 -1.712 2.113
C 1.208 -2.370 1.340
C 1.100 -2.269 -0.044
C 0.060 -1.384 -0.646
H 0.821 -2.236 -3.271
H 1.888 -0.928 -2.627
H 0.755 -0.431 -3.792
H -1.572 0.504 -2.795
H -1.860 1.021 -0.269
H -1.396 -0.272 2.276
H 0.423 -1.734 3.140
H 1.998 -2.979 1.702
H 1.969 -2.448 -0.728
C 0.026 3.061 2.231
C 0.467 2.398 0.970
C -0.046 3.149 -0.245
H -0.380 2.449 2.973
H 0.981 3.720 2.694
H -0.771 3.817 2.090
H 0.374 1.377 0.943
H 1.576 2.431 0.851
H 0.751 3.360 -1.049
H -0.120 4.302 -0.026
H -1.011 2.881 -0.686